Record 1
{
  "formula": "C30H51OSi4",
  "method": "the ωB97M-V functional and the def2-TZVPD basis",
  "relative_energy_kcal_mol": 21.84,
  "e_tot_ev": -65490.8404,
  "homo_ev": -9.944,
  "charge": 1,
  "lumo_energy_ev": -5.24,
  "gap_ev": 4.71,
  "elements": ["C", "Si", "C", "C", "Si", "Si", "C", "C", "C", "Si", "C", "C", "C", "O", "C", "C", "C", "C", "C", "C", "H", "H", "H", "H", "H", "H", "H", "H", "H", "H", "H", "H", "H", "H", "H", "H", "H", "H", "H", "H", "H", "H", "H", "H", "H", "H", "H", "H", "H", "H", "H", "H", "H", "H", "H", "H", "C", "C", "C", "C", "C", "C", "C", "C", "C", "C", "C", "C", "C", "C", "C", "H", "H", "H", "H", "H", "H", "H", "H", "H", "H", "H", "H", "H", "H", "H"],
  "xyz": [[5.25, 2.39, 0.38], [3.85, 2.31, 1.64], [4.55, 2.24, 3.39], [2.71, 3.79, 1.53], [2.49, 0.45, 1.20], [1.91, 0.34, -1.03], [3.45, 0.18, -2.10], [0.76, -1.14, -1.14], [1.00, 1.92, -1.47], [3.90, -1.35, 1.73], [5.32, -1.53, 0.51], [4.59, -1.17, 3.48], [2.77, -2.85, 1.69], [0.97, 0.49, 2.07], [-0.33, 0.14, 1.95], [-1.29, 0.99, 1.43], [-2.45, 1.29, 2.32], [-2.87, 0.08, 3.19], [-2.22, -1.22, 2.73], [-0.71, -1.09, 2.73], [5.86, 3.27, 0.62], [5.91, 1.51, 0.41], [4.87, 2.51, -0.65], [4.82, 3.27, 3.69], [3.81, 1.87, 4.11], [5.45, 1.61, 3.47], [3.27, 4.68, 1.88], [2.36, 3.98, 0.51], [1.84, 3.66, 2.19], [3.10, 0.22, -3.15], [4.16, 0.99, -1.95], [3.96, -0.78, -1.95], [0.20, -1.06, -2.08], [1.32, -2.08, -1.14], [0.04, -1.17, -0.31], [0.60, 1.82, -2.49], [0.16, 2.12, -0.80], [1.68, 2.79, -1.45], [6.00, -2.30, 0.90], [4.98, -1.86, -0.48], [5.90, -0.60, 0.38], [4.86, -2.17, 3.83], [5.48, -0.54, 3.51], [3.84, -0.76, 4.17], [3.36, -3.71, 2.03], [1.92, -2.72, 2.38], [2.38, -3.06, 0.69], [-1.03, 1.71, 0.66], [-2.19, 2.10, 3.02], [-3.29, 1.67, 1.73], [-2.55, 0.30, 4.22], [-3.96, -0.01, 3.21], [-2.56, -2.06, 3.35], [-2.56, -1.42, 1.71], [-0.24, -1.99, 2.28], [-0.33, -1.02, 3.76], [-1.87, 1.65, -6.49], [-2.02, 1.36, -5.03], [-2.31, 2.39, -4.12], [-2.52, 2.12, -2.78], [-2.50, 0.77, -2.29], [-3.00, 0.44, -0.98], [-3.88, -0.66, -0.76], [-4.57, -0.82, 0.49], [-5.30, -1.97, 0.78], [-5.38, -3.02, -0.14], [-6.09, -4.29, 0.21], [-4.78, -2.86, -1.40], [-4.15, -1.67, -1.74], [-2.00, -0.22, -3.19], [-1.84, 0.06, -4.54], [-1.95, 0.74, -7.08], [-2.63, 2.36, -6.84], [-0.89, 2.10, -6.71], [-2.37, 3.42, -4.49], [-2.79, 2.92, -2.08], [-2.97, 1.23, -0.24], [-4.55, 0.00, 1.20], [-5.80, -2.06, 1.75], [-5.97, -5.02, -0.59], [-5.70, -4.73, 1.14], [-7.16, -4.13, 0.36], [-4.83, -3.68, -2.11], [-3.86, -1.52, -2.77], [-1.79, -1.22, -2.82], [-1.58, -0.74, -5.24]]
}

Record 2
{
  "formula": "C30H52AsF6N8O10",
  "method": "the ωB97M-V functional and the def2-TZVPD basis",
  "e_tot_ev": -141492.9345,
  "homo_ev": -7.133,
  "charge": -1,
  "lumo_energy_ev": 1.41,
  "gap_ev": 8.54,
  "elements": ["As", "F", "F", "F", "F", "F", "F", "C", "O", "N", "C", "C", "H", "H", "H", "H", "H", "H", "H", "C", "O", "N", "C", "C", "H", "H", "H", "H", "H", "H", "H", "C", "O", "N", "C", "C", "H", "H", "H", "H", "H", "H", "H", "C", "O", "N", "C", "C", "H", "H", "H", "H", "H", "H", "H", "C", "O", "N", "C", "C", "H", "H", "H", "H", "H", "H", "H", "C", "O", "N", "C", "C", "H", "H", "H", "H", "H", "H", "H", "C", "C", "C", "C", "C", "C", "N", "O", "O", "H", "H", "H", "H", "H", "C", "C", "C", "C", "C", "C", "N", "O", "O", "H", "H", "H", "H", "H"],
  "xyz": [[-0.37, 0.38, -0.43], [1.16, -0.26, -0.92], [-1.22, -0.53, -1.69], [-1.92, 1.11, 0.02], [0.37, 1.29, 0.83], [-0.23, 1.67, -1.57], [-0.61, -0.94, 0.68], [6.48, 0.19, -1.71], [6.56, 1.28, -1.20], [5.42, -0.20, -2.48], [5.60, -1.38, -3.26], [4.39, 0.72, -2.96], [7.38, -0.49, -1.74], [4.55, -1.57, -3.60], [6.00, -2.20, -2.64], [6.27, -1.21, -4.15], [4.89, 1.68, -3.12], [3.96, 0.35, -3.92], [3.61, 0.90, -2.16], [-1.70, -1.17, -4.97], [-1.60, -2.15, -5.69], [-1.00, -0.04, -5.14], [-0.23, 0.07, -6.33], [-1.20, 1.08, -4.27], [-2.43, -1.12, -4.15], [-0.34, -0.87, -6.83], [0.84, 0.29, -6.05], [-0.62, 0.92, -6.95], [-1.61, 1.99, -4.83], [-1.81, 0.72, -3.41], [-0.26, 1.27, -3.77], [2.68, 2.51, 2.28], [2.18, 2.94, 3.31], [2.98, 3.24, 1.17], [3.31, 2.53, -0.05], [2.78, 4.67, 1.28], [2.75, 1.38, 2.06], [3.39, 3.19, -0.87], [2.45, 1.85, -0.25], [4.25, 2.02, 0.10], [3.19, 5.10, 2.20], [3.20, 5.11, 0.38], [1.73, 4.78, 1.14], [1.16, -2.89, -4.83], [2.13, -2.25, -5.27], [1.07, -3.33, -3.57], [-0.09, -4.19, -3.13], [2.05, -2.89, -2.62], [0.48, -3.26, -5.61], [0.29, -5.11, -2.71], [-0.87, -4.40, -3.88], [-0.67, -3.68, -2.38], [3.04, -3.32, -2.85], [2.01, -1.79, -2.63], [1.70, -3.22, -1.65], [2.99, -2.48, 4.36], [3.29, -3.31, 5.21], [1.83, -2.49, 3.63], [1.72, -1.50, 2.60], [0.84, -3.48, 3.83], [3.64, -1.67, 4.06], [2.46, -0.73, 2.78], [0.75, -0.98, 2.67], [1.66, -1.91, 1.56], [-0.18, -3.00, 3.73], [0.90, -4.27, 3.05], [0.87, -4.02, 4.78], [-1.44, -0.54, 5.17], [-2.02, -1.56, 5.50], [-2.00, 0.37, 4.32], [-1.25, 1.49, 3.80], [-3.39, 0.35, 3.97], [-0.37, -0.32, 5.41], [-0.19, 1.19, 3.74], [-1.53, 2.36, 4.38], [-1.57, 1.77, 2.76], [-3.85, 1.25, 4.31], [-3.62, 0.03, 2.97], [-3.88, -0.46, 4.53], [-0.77, 4.18, 0.70], [-1.60, 4.78, -0.30], [-2.66, 5.58, 0.14], [-2.84, 5.78, 1.47], [-2.09, 5.21, 2.44], [-1.07, 4.39, 2.03], [-3.98, 6.62, 1.98], [-4.51, 7.45, 1.27], [-4.22, 6.51, 3.17], [0.11, 3.60, 0.42], [-1.48, 4.68, -1.36], [-3.44, 5.88, -0.55], [-2.24, 5.51, 3.50], [-0.36, 3.99, 2.79], [-3.56, -3.55, 2.87], [-4.60, -4.38, 2.62], [-5.29, -4.33, 1.42], [-4.80, -3.58, 0.36], [-3.64, -2.82, 0.52], [-3.06, -2.83, 1.78], [-5.65, -3.75, -0.87], [-6.70, -4.36, -0.78], [-5.20, -3.40, -1.96], [-3.00, -3.46, 3.77], [-4.87, -5.12, 3.40], [-6.17, -5.00, 1.24], [-3.21, -2.27, -0.29], [-2.23, -2.14, 1.84]]
}

Record 3
{
  "formula": "C30H52Br2Cl26F4NO5P3",
  "method": "the ωB97M-V functional and the def2-TZVPD basis",
  "e_tot_ev": -548083.9763,
  "homo_ev": -8.132,
  "charge": 0,
  "lumo_energy_ev": 0.11,
  "gap_ev": 8.24,
  "elements": ["C", "C", "P", "C", "C", "C", "P", "O", "C", "P", "N", "C", "Br", "C", "C", "Br", "C", "O", "O", "C", "C", "C", "C", "C", "O", "O", "C", "F", "F", "C", "F", "F", "H", "H", "H", "H", "H", "H", "H", "H", "H", "H", "H", "H", "H", "H", "H", "H", "H", "H", "H", "H", "H", "H", "H", "H", "H", "H", "C", "Cl", "Cl", "H", "H", "C", "Cl", "Cl", "H", "H", "C", "Cl", "Cl", "H", "H", "C", "Cl", "Cl", "H", "H", "C", "Cl", "Cl", "H", "H", "C", "Cl", "Cl", "H", "H", "C", "Cl", "Cl", "H", "H", "C", "Cl", "Cl", "H", "H", "C", "Cl", "Cl", "H", "H", "C", "Cl", "Cl", "H", "H", "C", "Cl", "Cl", "H", "H", "C", "Cl", "Cl", "H", "H", "C", "Cl", "Cl", "H", "H"],
  "xyz": [[3.17, 0.99, -0.31], [2.82, -0.31, -1.06], [1.78, -0.11, -2.58], [1.67, 1.69, -2.89], [2.98, 2.23, -3.49], [-0.02, -0.70, -2.16], [-0.22, 0.01, -0.44], [-1.59, 0.13, 0.12], [-0.07, -2.27, -1.94], [1.37, -3.31, -2.57], [1.80, -3.17, -4.07], [-0.82, -2.76, -0.68], [-2.73, -2.78, -0.69], [-0.31, -3.23, 0.47], [-1.12, -3.68, 1.64], [1.55, -3.38, 0.77], [-1.10, -2.64, -3.05], [-1.23, -3.68, -3.60], [-1.87, -1.57, -3.30], [-1.13, -0.32, -3.20], [-2.21, 0.68, -2.77], [-1.77, 2.07, -2.27], [-2.65, 2.59, -1.14], [-3.60, 3.67, -1.57], [-4.06, 3.78, -2.67], [-3.94, 4.56, -0.61], [-0.76, -0.02, -4.68], [-0.88, 1.33, -4.93], [0.53, -0.34, -5.01], [-1.60, -0.69, -5.79], [-2.93, -0.51, -5.61], [-1.32, -2.01, -5.91], [2.31, 1.61, -0.10], [3.94, 1.53, -0.85], [3.64, 0.69, 0.63], [3.75, -0.75, -1.41], [2.43, -1.01, -0.32], [1.45, 2.25, -1.98], [0.83, 1.88, -3.56], [2.75, 2.97, -4.25], [3.56, 1.43, -3.94], [3.56, 2.74, -2.73], [0.41, 1.25, -0.51], [0.61, -0.77, 0.36], [0.93, -4.60, -2.25], [2.45, -3.04, -1.73], [1.26, -2.47, -4.56], [-1.63, -4.60, 1.37], [-1.85, -2.93, 1.93], [-0.48, -3.88, 2.50], [-2.77, 0.16, -2.00], [-2.90, 0.85, -3.59], [-0.73, 2.12, -1.99], [-1.89, 2.75, -3.11], [-2.05, 2.94, -0.31], [-3.27, 1.78, -0.76], [-3.88, 4.15, 0.26], [-1.31, -0.19, -6.71], [1.95, 3.89, 2.40], [0.69, 2.68, 2.10], [3.57, 3.25, 2.09], [1.79, 4.73, 1.74], [1.88, 4.20, 3.43], [-4.58, 0.92, 2.87], [-3.16, 0.27, 3.69], [-4.17, 2.34, 1.87], [-4.99, 0.16, 2.22], [-5.30, 1.23, 3.61], [-4.74, -3.37, -4.14], [-5.64, -3.94, -2.72], [-4.30, -4.70, -5.21], [-5.35, -2.67, -4.68], [-3.83, -2.89, -3.79], [-2.36, -3.80, -8.76], [-1.94, -5.37, -9.43], [-2.73, -2.61, -10.03], [-3.24, -3.91, -8.13], [-1.53, -3.43, -8.18], [2.05, 7.53, 0.58], [2.87, 7.09, 2.08], [0.73, 6.41, 0.18], [1.63, 8.52, 0.69], [2.77, 7.50, -0.23], [4.60, -3.65, -5.65], [5.27, -3.35, -4.04], [5.41, -2.66, -6.89], [4.75, -4.69, -5.90], [3.55, -3.40, -5.62], [-3.95, -6.46, 3.42], [-3.94, -5.53, 1.92], [-2.65, -5.97, 4.51], [-4.90, -6.29, 3.92], [-3.83, -7.50, 3.18], [1.09, 3.07, 6.29], [1.02, 4.69, 5.59], [2.52, 2.19, 5.74], [1.13, 3.15, 7.36], [0.21, 2.52, 5.97], [8.81, -4.39, -5.04], [9.91, -3.41, -4.06], [8.98, -6.12, -4.71], [7.79, -4.10, -4.81], [9.03, -4.21, -6.09], [1.82, 2.60, 10.58], [0.46, 1.71, 9.88], [2.31, 3.97, 9.57], [1.52, 2.98, 11.55], [2.67, 1.93, 10.67], [-6.60, -1.53, 5.75], [-5.70, -0.04, 6.10], [-6.38, -2.08, 4.09], [-6.24, -2.30, 6.42], [-7.65, -1.34, 5.91], [-2.86, 5.92, 4.35], [-1.57, 6.93, 3.69], [-2.33, 4.25, 4.56], [-3.15, 6.32, 5.31], [-3.69, 5.93, 3.65], [5.84, 0.65, 10.82], [4.50, 1.10, 11.90], [6.39, 2.02, 9.86], [6.66, 0.29, 11.42], [5.48, -0.12, 10.15]]
}